The following is a quantum chemistry calculation of 2 unconnected molecules or ions with the total composition C19H41BClN3O7P2S, from the OMol25 dataset.

CARTESIAN COORDINATES (ANGSTROEM)
C: -5.181 -1.332 -1.742
C: -3.910 -1.552 -0.908
C: -3.519 -3.049 -1.016
C: -2.733 -0.678 -1.390
C: -3.061 0.826 -1.525
C: -1.482 -0.834 -0.500
O: -1.867 -1.091 0.835
C: -0.868 -0.988 1.805
C: 0.321 -1.981 1.718
C: 0.196 -3.331 1.073
O: -0.609 -3.686 0.269
O: 1.211 -4.171 1.468
O: -0.271 0.291 1.801
B: 0.203 0.524 3.209
N: 1.671 0.257 3.413
Cl: -0.137 2.405 3.604
O: -0.606 -0.392 4.020
C: -1.578 -0.964 3.184
P: -2.995 0.278 3.149
S: -3.832 0.596 4.885
P: -2.233 -2.567 3.942
N: -3.783 -2.516 3.203
O: -1.490 -3.743 3.023
H: -5.973 -1.989 -1.372
H: -5.560 -0.312 -1.720
H: -4.989 -1.626 -2.780
H: -4.115 -1.337 0.144
H: -4.234 -3.604 -1.627
H: -3.430 -3.525 -0.035
H: -2.532 -3.169 -1.473
H: -2.446 -1.065 -2.377
H: -2.612 1.242 -2.433
H: -4.127 1.036 -1.586
H: -2.673 1.389 -0.669
H: -0.922 0.108 -0.539
H: -0.809 -1.614 -0.871
H: 1.134 -1.460 1.204
H: 0.683 -2.142 2.733
H: 0.803 -4.926 1.916
H: 1.884 -0.069 4.345
H: 2.243 1.066 3.217
H: -3.894 -0.148 2.165
H: -2.408 1.435 2.635
H: -4.274 -3.375 3.436
H: -3.736 -2.474 2.186
H: -1.775 -3.721 2.097
C: 1.718 3.571 -2.048
C: 2.049 2.548 -0.944
C: 3.244 2.998 -0.078
C: 4.594 2.954 -0.781
C: 4.871 1.575 -1.368
C: 3.774 1.072 -2.324
N: 2.494 1.211 -1.515
O: 2.184 0.254 -0.893
C: 3.742 1.891 -3.617
C: 3.970 -0.392 -2.684
C: 0.836 2.308 -0.078
H: 0.864 4.160 -1.724
H: 2.539 4.256 -2.249
H: 1.435 3.094 -2.985
H: 3.275 2.363 0.813
H: 3.002 4.007 0.257
H: 4.655 3.721 -1.556
H: 5.373 3.190 -0.057
H: 5.798 1.573 -1.944
H: 4.989 0.849 -0.559
H: 2.872 1.641 -4.224
H: 4.633 1.639 -4.188
H: 3.752 2.964 -3.454
H: 4.098 -1.024 -1.808
H: 4.869 -0.466 -3.292
H: 3.129 -0.772 -3.264
H: 0.011 1.881 -0.648
H: 0.506 3.260 0.333
H: 1.039 1.649 0.762

energy	-3005.492646	Eh
energy relative to the best compared isomer or geometry (same formula, charge and spin)	0.00	kJ/mol
HOMO	-6.9	eV
gap between HOMO and LUMO	3.17	eV

***

The following is a quantum chemistry calculation of 2 unconnected molecules or ions with the total composition C3H11NS, from the OMol25 dataset.

CARTESIAN COORDINATES (ANGSTROEM)
C: 1.261 2.834 -3.191
S: 1.137 1.072 -2.953
H: 2.211 3.359 -2.812
H: 0.211 3.167 -2.891
H: 1.564 2.885 -4.337
C: -0.844 -2.634 2.125
N: -0.322 -1.191 2.297
C: -1.011 -0.253 1.575
H: -0.964 -3.068 3.257
H: 0.016 -3.094 1.595
H: -1.837 -2.694 1.526
H: -0.400 -1.047 3.277
H: 2.424 0.542 -3.388
H: -1.955 -0.662 1.045
H: -1.052 0.670 2.152
H: -0.441 0.115 0.722

energy	-573.421514	Eh
expectation value of S²	0.75
energy relative to the best compared isomer or geometry (same formula, charge and spin)	310.50	kJ/mol
HOMO (spin up / spin down)	-11.5 / -11.2	eV
total charge	+1
gap between HOMO and LUMO (spin up / spin down)	8.21 / 2.68	eV
spin multiplicity	2

***

The following is a quantum chemistry calculation of a single CH4FNO molecule, from the OMol25 dataset.

CARTESIAN COORDINATES (ANGSTROEM)
C: -0.794 -0.117 0.310
N: 0.113 0.841 -0.235
O: 1.552 0.290 0.234
F: 1.881 -0.837 -0.483
H: -0.188 -1.009 0.573
H: -1.366 0.281 1.222
H: -1.505 -0.280 -0.427
H: 0.307 0.832 -1.195

structure (SMILES)	CNOF
energy	-270.151026	Eh
energy relative to the best compared isomer or geometry (same formula, charge and spin)	529.52	kJ/mol
HOMO	-10.6	eV
gap between HOMO and LUMO	11.63	eV

***

The following is a quantum chemistry calculation of 4 unconnected molecules or ions with the total composition C12H18N3O, from the OMol25 dataset.

CARTESIAN COORDINATES (ANGSTROEM)
O: 0.796 0.652 -0.105
H: 0.170 0.911 0.637
H: 1.201 -0.132 0.067
H: 0.409 0.649 -1.041
N: 1.605 -2.531 -1.143
C: 2.752 -1.799 -0.780
C: 2.686 -1.594 0.523
C: 1.292 -2.039 0.961
C: 0.763 -2.676 -0.111
H: 1.402 -2.878 -2.189
H: 3.491 -1.625 -1.621
H: 3.417 -1.083 1.163
H: 0.805 -1.882 1.892
H: -0.254 -3.163 -0.191
N: -0.345 1.673 -2.697
C: -0.455 0.283 -2.877
C: -1.518 -0.128 -2.048
C: -2.185 1.186 -1.523
C: -1.346 2.237 -1.887
H: 0.387 2.347 -3.166
H: 0.149 -0.232 -3.638
H: -1.886 -1.076 -1.909
H: -3.027 1.334 -0.966
H: -1.297 3.208 -1.852
N: -0.121 1.671 2.386
C: -1.416 1.770 1.810
C: -1.937 0.494 2.070
C: -1.076 -0.296 2.919
C: 0.078 0.526 3.192
H: 0.655 2.488 2.267
H: -1.822 2.553 1.278
H: -2.918 0.223 1.645
H: -1.289 -1.376 3.217
H: 0.830 0.306 3.719

energy	-707.166489	Eh
energy relative to the best compared isomer or geometry (same formula, charge and spin)	0.00	kJ/mol
HOMO	-11.9	eV
total charge	+1
gap between HOMO and LUMO	9.41	eV

***

The following is a quantum chemistry calculation of 2 unconnected molecules or ions with the total composition C16H38BN3O10P2S, from the OMol25 dataset.

CARTESIAN COORDINATES (ANGSTROEM)
C: 3.787 0.350 1.441
O: 2.434 -0.180 1.068
C: 2.288 0.279 -0.342
C: 0.797 0.041 -0.975
C: -0.451 0.555 -0.033
C: -1.655 1.007 -1.038
C: -2.044 2.587 -1.049
P: -3.423 3.227 0.172
P: -4.188 1.618 1.427
O: -2.925 0.941 2.126
O: -5.148 2.319 2.712
O: -5.184 0.518 0.517
O: -2.807 2.679 -2.340
S: -1.723 2.946 -3.674
O: -2.190 3.900 -4.807
O: -1.177 1.707 -4.431
O: -0.458 3.563 -2.653
C: -0.926 3.760 -1.241
C: 0.422 3.817 -0.317
C: 0.170 4.048 1.286
C: 1.352 3.292 2.197
N: 0.971 2.149 3.112
O: 2.586 3.819 2.067
B: -1.503 5.334 -1.323
N: -0.878 6.506 -0.564
O: -2.724 5.702 -2.125
H: 4.330 -0.307 2.244
H: 4.468 0.550 0.496
H: 3.576 1.410 1.916
H: 2.716 1.380 -0.507
H: 3.028 -0.420 -0.966
H: 0.611 -1.121 -1.157
H: 0.790 0.525 -2.063
H: -0.835 -0.415 0.548
H: -0.159 1.325 0.796
H: -2.631 0.415 -0.689
H: -1.397 0.546 -2.105
H: -2.856 4.191 1.109
H: -5.104 3.322 2.703
H: -5.949 1.074 0.167
H: 1.120 4.690 -0.738
H: 1.099 2.837 -0.409
H: 0.230 5.190 1.627
H: -0.847 3.547 1.657
H: 1.612 1.329 3.032
H: 0.963 2.434 4.129
H: -1.082 6.474 0.457
H: 0.133 6.630 -0.781
H: -2.350 5.980 -3.033
C: 1.206 -7.862 -0.267
C: 1.751 -6.542 0.272
N: 1.551 -5.399 -0.627
C: 2.305 -4.208 -0.222
C: 1.936 -3.552 1.103
C: 0.174 -5.146 -1.054
C: -0.866 -4.890 0.028
H: 1.636 -8.097 -1.244
H: 1.464 -8.675 0.420
H: 0.116 -7.847 -0.357
H: 2.830 -6.684 0.423
H: 1.320 -6.359 1.260
H: 2.245 -3.453 -1.017
H: 3.368 -4.479 -0.179
H: 1.006 -2.983 1.027
H: 2.718 -2.842 1.395
H: 1.839 -4.276 1.918
H: -0.162 -6.001 -1.654
H: 0.159 -4.306 -1.760
H: -0.777 -5.579 0.873
H: -1.872 -5.025 -0.387
H: -0.815 -3.868 0.405

structure (SMILES)	COCCCC[C@]1(PP(=O)(O)O)OS(=O)(=O)O[C@@]1(CCC(N)=O)B(N)O.CCN(CC)CC
energy	-2654.599635	Eh
energy relative to the best compared isomer or geometry (same formula, charge and spin)	787.76	kJ/mol
HOMO	-8.0	eV
gap between HOMO and LUMO	7.35	eV